No. 1
Density functional theory data (the ωB97M-V functional and the def2-TZVPD basis) for an isolated molecule of C3H5N3O.

Each line ends with the Mulliken charge.
CARTESIAN COORDINATES (ANGSTROEM)
N -1.8387 2.2996 1.0003  -0.505
C -0.8829 1.6906 0.7133  0.341
O 0.5203 1.4545 0.9415  -0.322
C 0.6630 0.2647 0.3385  0.341
N 1.4629 -0.6566 0.8884  -0.385
C -0.3000 0.0645 -0.6478  -0.109
N -0.6473 -1.2325 -1.0809  -0.659
H 1.5680 -1.5079 0.3465  0.243
H 2.1189 -0.3789 1.6037  0.247
H -0.3425 0.8267 -1.4224  0.319
H -0.8384 -1.2633 -2.0760  0.264
H -1.4832 -1.5615 -0.6052  0.224

Calculated values
Maximum force   2.578 eV/A
Energy relative to the best compared isomer or geometry (same formula, charge and spin)   3.984 eV
LUMO   0.52 eV
SMILES string   N#CO/C(N)=C/N
E_HOMO   -7.718 eV

***

No. 2
Density functional theory data (the ωB97M-V functional and the def2-TZVPD basis) for an isolated molecule of C3H5N3O.

Each line ends with the Mulliken charge.
CARTESIAN COORDINATES (ANGSTROEM)
C -0.8397 -0.8325 0.8401  -0.387
C 0.1346 -0.5398 1.5939  -0.382
C -0.8942 -0.5463 -0.7430  -0.365
N 1.9770 1.3728 -0.7127  -0.304
N -0.1967 0.6450 -0.9168  -0.066
N 1.0327 0.6145 -0.4020  0.270
O 3.0165 1.6443 -0.1284  -0.469
H -1.7882 -1.1887 1.1342  0.352
H 0.5249 -0.5959 2.5069  0.446
H -0.4011 -1.5763 -1.1483  0.194
H -1.9679 -0.6106 -0.9936  0.391
H -0.5980 1.6135 -1.0303  0.320

Calculated values
Maximum force   3.993 eV/A
Energy relative to the best compared isomer or geometry (same formula, charge and spin)   8.950 eV
LUMO (spin up / spin down)   0.02 / -0.65 eV
E_HOMO (spin up / spin down)   -8.435 / -7.886 eV

***

No. 3
Density functional theory data (the ωB97M-V functional and the def2-TZVPD basis) for an isolated molecule of C3H5N3O3.

Each line ends with the Mulliken charge.
CARTESIAN COORDINATES (ANGSTROEM)
C 1.2755 0.9686 1.7035  0.569
C 0.4191 0.1013 -0.4025  -0.437
C -0.9375 -0.2057 0.3736  -0.525
N 1.4222 0.2715 0.6021  -0.183
N -0.8104 0.7178 1.5340  -0.516
N -1.5406 1.8803 1.7259  1.029
O -1.0868 2.7686 2.4365  -0.594
O 1.8190 1.6138 2.5141  -0.345
O -2.4290 1.9814 0.8740  -0.609
H 0.7774 -0.7017 -1.1210  0.345
H 0.2282 1.0033 -0.9870  0.277
H -1.7613 -0.1204 -0.2274  0.403
H -0.9148 -1.1994 0.7637  0.306
H 2.4035 0.2812 0.2249  0.280

Calculated values
Maximum force   4.545 eV/A
Energy relative to the best compared isomer or geometry (same formula, charge and spin)   6.339 eV
LUMO   -0.18 eV
E_HOMO   -9.457 eV

***

No. 4
Density functional theory data (the ωB97M-V functional and the def2-TZVPD basis) for a 2-piece molecular cluster, C3H5N3OS overall.

Each line ends with the Mulliken charge.
CARTESIAN COORDINATES (ANGSTROEM)
C -0.8506 0.3632 -1.1590  -0.261
C -0.8979 1.4281 -2.0687  -0.428
C 0.3528 0.5418 -0.5082  0.152
N 0.1847 2.1857 -1.9806  -0.737
N 0.9395 1.6272 -1.0230  0.238
N -0.2397 -2.1363 2.3831  -0.460
O 2.1878 -1.5232 2.3487  -0.464
S 1.1483 -1.9812 1.4493  0.463
H -1.5723 -0.4114 -1.0045  0.322
H -1.6718 1.6766 -2.7706  0.415
H 1.8292 2.0309 -0.7838  0.229
H -1.1162 -2.2220 1.8919  0.263
H -0.2940 -1.5795 3.2255  0.270

Calculated values
Maximum force   1.466 eV/A
Energy relative to the best compared isomer or geometry (same formula, charge and spin)   4.950 eV
LUMO (spin up / spin down)   -0.48 / -1.37 eV
E_HOMO (spin up / spin down)   -9.584 / -8.099 eV

***

No. 5
Density functional theory data (the ωB97M-V functional and the def2-TZVPD basis) for an isolated molecule of C3H5N3OS.

Each line ends with the Mulliken charge.
CARTESIAN COORDINATES (ANGSTROEM)
H -1.4875 2.6076 0.0971  0.217
N -1.8246 1.6753 -0.1215  -0.706
C -0.8611 0.8358 -0.1913  0.459
C 0.5720 0.8659 -0.0029  -0.457
C 1.0061 -0.4095 -0.0446  0.407
N 2.2321 -0.9716 0.0852  -0.488
O 0.0335 -1.3034 -0.2757  -0.299
N -1.1539 -0.5282 -0.5366  0.035
S -2.5557 -1.3049 -0.0080  -0.095
H 1.1724 1.7631 0.1462  0.279
H 3.0039 -0.3440 -0.0815  0.247
H 2.3364 -1.8768 -0.3786  0.265
H -2.4737 -1.0094 1.3122  0.135

Calculated values
Maximum force   0.777 eV/A
Energy relative to the best compared isomer or geometry (same formula, charge and spin)   2.798 eV
LUMO   0.69 eV
SMILES string   [H]/N=c1\cc(N)on1S
E_HOMO   -8.420 eV

***

No. 6
Density functional theory data (the ωB97M-V functional and the def2-TZVPD basis) for an isolated molecule of C3H5N3OS.

Each line ends with the Mulliken charge.
CARTESIAN COORDINATES (ANGSTROEM)
N -0.1394 1.8544 -1.3353  -0.817
N -0.5971 0.8096 -0.5464  1.103
N -1.8294 0.5044 -0.3545  -1.105
C -1.8255 -0.5691 0.5541  -0.647
C -0.5035 -1.0114 0.7799  0.592
O 0.2380 -1.9369 1.5461  -0.468
C 0.3058 0.1006 0.1631  -0.012
S 1.8848 0.0994 -0.4267  -0.283
H 0.0532 2.7865 -0.6162  0.290
H -1.2120 1.8858 -1.8494  0.374
H -2.6730 -1.0686 0.8074  0.470
H -0.4248 -2.5509 1.7770  0.332
H 2.2976 -0.4468 1.0106  0.170

Calculated values
Maximum force   5.116 eV/A
Energy relative to the best compared isomer or geometry (same formula, charge and spin)   5.224 eV
LUMO   0.50 eV
SMILES string   Nn1ncc(O)c1S
E_HOMO   -7.930 eV

***

No. 7
Density functional theory data (the ωB97M-V functional and the def2-TZVPD basis) for an isolated molecule of C3H5N3S.

Each line ends with the Mulliken charge.
CARTESIAN COORDINATES (ANGSTROEM)
N 0.0267 1.8691 0.0333  -0.527
C -0.1401 0.4923 -0.0374  0.254
N -1.3758 -0.1369 -0.0734  -0.038
C -1.1202 -1.4608 -0.0908  -0.205
N 0.1733 -1.7604 -0.0332  -0.620
C 0.7523 -0.5537 -0.0088  0.184
S 2.5539 -0.3971 -0.1684  -0.255
H 1.0224 2.0929 0.1432  0.266
H -0.3782 2.3659 -0.7317  0.239
H -2.2958 0.2684 -0.0380  0.191
H -1.9695 -2.1679 -0.1238  0.370
H 2.7509 -0.6117 1.1292  0.143

Calculated values
Maximum force   2.715 eV/A
Energy relative to the best compared isomer or geometry (same formula, charge and spin)   0.398 eV
LUMO   0.74 eV
SMILES string   Nc1[nH]cnc1S
E_HOMO   -8.049 eV

***

No. 8
Density functional theory data (the ωB97M-V functional and the def2-TZVPD basis) for an isolated molecule of C3H5N3S.

Each line ends with the Mulliken charge.
CARTESIAN COORDINATES (ANGSTROEM)
C -1.3235 2.5568 -0.2002  -0.265
C -0.4503 1.6241 -0.0427  -0.275
C 0.2658 0.4000 0.0031  0.619
N 1.4704 0.3666 -0.1158  -0.244
N 2.1073 -0.8310 -0.1384  -0.574
N -0.5135 -0.8821 -0.1264  -0.369
S -2.1637 -1.0547 -0.1591  -0.188
H -2.0152 3.3120 0.2612  0.298
H 1.9691 -1.4778 0.7076  0.255
H 3.0353 -0.4961 -0.3497  0.276
H -0.1777 -1.7025 -0.8768  0.343
H -2.2040 -1.8152 1.0372  0.123

Calculated values
Maximum force   7.237 eV/A
Energy relative to the best compared isomer or geometry (same formula, charge and spin)   5.652 eV
LUMO   0.37 eV
SMILES string   C#C/C(=N/N)NS
E_HOMO   -8.581 eV

***

Q: Which value of maximum force does entry 6 give?
A: 5.116 eV/A

***

Q: Which of these has the lowest maximum force?
A: number 5

***

Q: Among the records above, which one has the highest maximum force?
A: number 8

***

Q: Which formula does entry 6 have?
A: C3H5N3OS